# 1
{"formula": "C13H24O7S3", "method": "wB97M-V/def2-TZVPD", "elements": ["C", "C", "C", "O", "S", "O", "O", "C", "C", "H", "H", "H", "H", "H", "H", "H", "H", "C", "C", "C", "S", "O", "O", "C", "H", "H", "H", "H", "H", "H", "H", "H", "C", "C", "C", "S", "O", "O", "C", "H", "H", "H", "H", "H", "H", "H", "H"], "coordinates": [[7.008614, -4.749514, -1.031201], [5.984795, -4.131896, -1.035022], [4.746194, -3.369132, -1.079309], [4.104954, -3.493214, 0.198817], [2.648934, -2.759403, 0.332594], [2.111345, -3.347063, 1.529346], [1.969021, -3.513801, -0.938496], [0.535354, -3.301977, -1.013252], [-0.168645, -4.647244, -1.148371], [7.892954, -5.277556, -0.775329], [4.113885, -3.772462, -1.866171], [4.965278, -2.324993, -1.303855], [0.350745, -2.683576, -1.886945], [0.194134, -2.775002, -0.127686], [0.539694, -5.421051, -1.423769], [-0.947644, -4.586291, -1.902531], [-0.621117, -4.931454, -0.202419], [2.506449, 2.599447, 1.732255], [1.038014, 3.039187, 1.828098], [0.245416, 2.207410, 0.813631], [1.132919, 0.656401, 0.640310], [1.637850, 0.553899, -0.707832], [0.355296, -0.419150, 1.207991], [2.486472, 1.073541, 1.734127], [3.101153, 2.988425, 2.557141], [2.944584, 2.963570, 0.800587], [0.664861, 2.846363, 2.835480], [0.917690, 4.102910, 1.632790], [-0.764293, 1.994473, 1.147170], [0.214058, 2.678503, -0.165771], [3.397764, 0.613894, 1.358864], [2.243032, 0.675219, 2.718569], [-5.057026, 2.537311, -1.605510], [-4.962323, 1.254746, -0.766615], [-3.818119, 1.447275, 0.236707], [-3.720663, 3.218525, 0.543178], [-2.454067, 3.701796, 0.048994], [-4.135480, 3.508391, 1.890446], [-5.004081, 3.692577, -0.610493], [-5.969344, 2.567161, -2.198705], [-4.208614, 2.597961, -2.290143], [-5.900383, 1.099124, -0.230917], [-4.790388, 0.377586, -1.387816], [-3.994917, 0.944757, 1.183871], [-2.859650, 1.134429, -0.173816], [-4.743363, 4.650488, -1.053688], [-5.931334, 3.779392, -0.045309]], "forces_ev_per_a": [[0.018, -0.029, 0.599], [0.014, 0.133, -0.130], [0.239, -0.141, -0.080], [-0.360, -0.022, -0.418], [0.251, 0.008, 0.291], [-0.088, 0.028, 0.167], [0.075, -0.009, 0.196], [-0.068, -0.268, -0.338], [-0.002, 0.230, 0.278], [0.157, -0.100, -0.348], [-0.161, 0.023, -0.010], [-0.046, 0.134, 0.013], [0.082, 0.150, -0.043], [-0.025, 0.162, 0.070], [0.079, -0.049, -0.151], [-0.102, -0.078, -0.071], [-0.025, -0.128, 0.063], [-0.082, 0.003, -0.042], [0.054, -0.046, 0.002], [0.040, 0.203, 0.130], [-0.019, 0.112, 0.153], [-0.048, -0.102, -0.061], [-0.030, -0.096, -0.191], [0.139, 0.143, 0.084], [0.009, 0.001, 0.003], [0.018, -0.014, -0.002], [0.002, -0.017, 0.002], [-0.020, 0.005, -0.004], [-0.021, -0.058, -0.058], [0.000, -0.057, -0.039], [-0.054, -0.077, -0.048], [-0.026, -0.040, -0.012], [0.057, -0.046, 0.049], [0.006, 0.054, 0.002], [-0.123, -0.189, -0.112], [-0.152, -0.075, -0.008], [0.051, 0.061, 0.050], [0.104, 0.068, 0.036], [-0.105, -0.051, -0.196], [-0.005, 0.000, -0.008], [0.000, 0.023, -0.005], [-0.003, 0.018, 0.011], [0.001, -0.012, 0.003], [0.063, 0.049, 0.050], [0.031, 0.066, 0.005], [0.064, 0.025, 0.079], [0.013, 0.006, 0.039]], "lowdin_charge": [0.123, -0.099, -0.258, -0.311, 0.901, -0.362, -0.351, -0.270, -0.059, 0.028, 0.114, 0.125, 0.116, 0.087, 0.078, 0.070, 0.076, -0.217, -0.202, -0.228, 0.640, -0.331, -0.337, -0.229, 0.115, 0.119, 0.120, 0.117, 0.079, 0.105, 0.105, 0.112, -0.220, -0.211, -0.216, 0.659, -0.327, -0.319, -0.230, 0.115, 0.120, 0.117, 0.114, 0.106, 0.100, 0.108, 0.108], "lumo_ev": 0.50, "homo_lumo_gap_ev": 10.09, "molar_mass_g_mol": 388.53, "largest_force_ev_per_a": 0.60}

---

# 2
{"formula": "C6H12CaO8S", "method": "wB97M-V/def2-TZVPD", "elements": ["Ca", "O", "C", "C", "O", "H", "H", "H", "H", "O", "C", "C", "O", "H", "H", "H", "H", "C", "C", "O", "S", "O", "O", "O", "H", "H", "H", "H"], "coordinates": [[-24.286140, 31.716080, -20.050760], [-22.474550, 30.220310, -19.788530], [-22.884140, 29.355650, -18.714720], [-23.933760, 29.791980, -17.595260], [-24.904030, 30.838940, -17.931420], [-22.043220, 28.955310, -18.148430], [-23.237840, 28.539660, -19.344930], [-23.370720, 30.284800, -16.802650], [-24.399620, 28.889770, -17.198910], [-24.394150, 32.868310, -22.133640], [-25.432310, 33.855250, -22.040450], [-26.339200, 33.946770, -20.737300], [-26.226150, 33.131210, -19.557280], [-26.019820, 33.518460, -22.894560], [-24.909970, 34.791270, -22.238300], [-27.383040, 34.004990, -21.045720], [-26.254700, 34.999190, -20.466460], [-21.564450, 35.696380, -16.702850], [-22.236780, 36.698760, -17.644270], [-23.063090, 35.962540, -18.514890], [-23.026010, 34.344280, -18.135320], [-22.915760, 33.436900, -19.281050], [-24.119510, 34.073790, -17.163020], [-21.519440, 34.504480, -17.458820], [-22.153600, 35.608200, -15.790030], [-20.522820, 35.841730, -16.416530], [-21.515410, 37.214800, -18.277850], [-22.716110, 37.574150, -17.206040]], "forces_ev_per_a": [[0.365, -0.845, -0.010], [-1.115, 0.902, 1.737], [-0.300, 0.469, -1.801], [-0.445, 2.434, -1.482], [1.248, -1.695, -0.794], [0.512, -0.019, 0.249], [-0.795, -0.974, 0.763], [0.460, -0.243, 0.419], [-0.220, -0.213, 0.092], [-0.919, 0.217, 1.960], [1.949, -2.776, -0.142], [0.000, -0.253, 0.669], [0.606, 1.022, -2.607], [-1.051, 0.893, -0.085], [-0.591, 0.694, 0.062], [-0.534, -0.634, -0.161], [0.496, 0.430, 0.791], [0.063, 0.377, 0.504], [1.568, 1.292, -0.498], [-0.890, -1.819, -0.289], [-1.930, -1.441, 1.055], [0.558, 3.110, 2.293], [3.522, 1.152, -2.334], [-2.000, -1.219, -0.544], [-0.096, -0.422, 0.023], [-0.151, 0.644, -0.217], [0.469, -0.414, -0.233], [-0.776, -0.669, 0.579]], "mulliken_spin": [-0.035, 0.022, 0.007, -0.011, 0.242, -0.001, 0.002, 0.021, 0.004, 0.069, -0.008, -0.039, 0.581, 0.019, 0.006, 0.040, 0.076, 0.000, 0.000, 0.000, -0.003, 0.006, 0.001, 0.001, 0.000, 0.000, 0.000, 0.000], "s_squared": 0.763, "lumo_ev": [2.20, 0.98], "homo_lumo_gap_ev": [5.87, 4.01], "molar_mass_g_mol": 284.30, "spin_multiplicity": 2, "largest_force_ev_per_a": 4.38, "total_charge": -1, "relative_energy_kcal_mol": 22.6}

---

# 3
{"formula": "C2H3NO2S", "method": "wB97M-V/def2-TZVPD", "elements": ["C", "C", "N", "O", "O", "S", "H", "H", "H"], "coordinates": [[1.372605, 1.315610, 1.174991], [-1.163534, -0.340499, -0.775811], [-0.216178, -0.804688, -0.065713], [-0.160355, -1.320644, 1.046151], [1.024535, -0.611774, -0.733215], [2.129923, 0.703503, -0.006116], [0.350013, 1.475226, 1.422090], [-2.101390, -0.401199, -0.284933], [-1.235618, -0.015534, -1.777447]], "forces_ev_per_a": [[1.675, 0.869, -1.782], [-2.531, -0.077, 1.041], [2.868, 0.699, -0.837], [-0.415, 0.190, -0.018], [0.760, -0.412, -0.603], [-2.290, -0.889, 1.817], [-0.511, -0.424, 0.692], [-0.817, -0.237, 0.437], [1.262, 0.282, -0.747]], "lowdin_charge": [-0.369, 0.068, -0.439, -0.007, -0.409, 1.006, -0.016, 0.083, 0.083], "lumo_ev": -0.79, "homo_lumo_gap_ev": 8.44, "molar_mass_g_mol": 105.12, "largest_force_ev_per_a": 3.07, "relative_energy_kcal_mol": 173.3}

---

# 4
{"formula": "C49H32Cl4N6PdSe", "method": "wB97M-V/def2-TZVPD", "elements": ["Pd", "Cl", "C", "C", "C", "C", "C", "C", "C", "C", "C", "C", "C", "C", "C", "C", "C", "C", "Cl", "C", "C", "C", "N", "C", "C", "C", "C", "C", "C", "Cl", "C", "C", "C", "C", "C", "C", "N", "C", "C", "C", "C", "C", "N", "C", "C", "C", "C", "Cl", "C", "C", "C", "C", "N", "H", "H", "H", "H", "H", "H", "H", "H", "H", "H", "H", "H", "H", "H", "H", "H", "H", "H", "H", "H", "H", "H", "H", "H", "C", "N", "C", "C", "N", "C", "C", "Se", "H", "H", "H", "H", "H", "H", "H", "H"], "coordinates": [[0.013225, 0.873242, -0.215938], [-7.563236, 0.156278, -5.793963], [-6.180025, 0.279753, -4.749191], [-4.973523, 0.721065, -5.265179], [-3.875857, 0.816543, -4.422478], [-3.968898, 0.471027, -3.077047], [-5.195593, 0.035203, -2.584579], [-6.303187, -0.063559, -3.413632], [-2.778551, 0.585546, -2.184760], [-2.360419, 1.866462, -1.829871], [-3.054864, 3.071589, -2.198500], [-2.388891, 4.101909, -1.630136], [-1.270254, 3.537039, -0.924528], [-0.303065, 4.278805, -0.257072], [-0.443678, 5.765864, -0.237928], [-0.779597, 6.405001, 0.951957], [-0.918128, 7.784485, 1.004617], [-0.713629, 8.525161, -0.146299], [-0.885460, 10.254486, -0.092487], [-0.374445, 7.913364, -1.341832], [-0.241418, 6.533474, -1.379648], [0.813999, 3.736988, 0.371979], [1.097293, 2.409633, 0.500827], [2.309514, 2.323048, 1.115364], [2.968018, 1.152188, 1.474665], [4.321243, 1.265350, 2.090443], [5.440422, 0.893521, 1.348817], [6.711746, 0.988062, 1.894327], [6.855516, 1.453879, 3.190869], [8.446947, 1.576481, 3.883289], [5.757456, 1.824191, 3.947856], [4.490213, 1.728872, 3.389250], [2.457389, -0.121623, 1.267522], [3.112181, -1.328649, 1.699406], [2.315258, -2.357179, 1.336708], [1.170389, -1.785051, 0.672063], [1.282988, -0.427744, 0.652464], [0.140670, -2.534498, 0.109926], [-0.892991, -1.997525, -0.653864], [-1.926601, -2.772391, -1.290902], [-2.704206, -1.907256, -1.976502], [-2.184781, -0.587998, -1.726717], [-1.076578, -0.673789, -0.932672], [0.153147, -4.007945, 0.339157], [0.301316, -4.911355, -0.707752], [0.323626, -6.279442, -0.479309], [0.190375, -6.747504, 0.816560], [0.217484, -8.459042, 1.113212], [0.036074, -5.872290, 1.879113], [0.017579, -4.508490, 1.633172], [2.821066, 3.646528, 1.366660], [1.890954, 4.518269, 0.923831], [-1.288890, 2.176351, -1.048718], [-4.896849, 0.985145, -6.310791], [-2.931436, 1.168727, -4.820126], [-5.287373, -0.224384, -1.537311], [-7.257308, -0.397211, -3.029863], [-3.947520, 3.110936, -2.800167], [-2.627610, 5.150946, -1.679054], [-0.934917, 5.815459, 1.846895], [-1.183596, 8.280219, 1.928026], [-0.211170, 8.512843, -2.226548], [0.029877, 6.044362, -2.307132], [5.305424, 0.528692, 0.336636], [7.583952, 0.707653, 1.320158], [5.895789, 2.178987, 4.959657], [3.623309, 2.014221, 3.972606], [4.060359, -1.370817, 2.208562], [2.486507, -3.409842, 1.488892], [-2.039064, -3.841379, -1.224399], [-3.563619, -2.133109, -2.584714], [0.393533, -4.537159, -1.719924], [0.444525, -6.976932, -1.296580], [-0.072345, -6.254844, 2.884510], [-0.105263, -3.815416, 2.456136], [3.773714, 3.865891, 1.818373], [1.932788, 5.594591, 0.936453], [3.125805, -2.704159, -2.263487], [2.110224, -1.873490, -2.880174], [1.003368, -2.344750, -3.566654], [0.301796, -1.271151, -3.971783], [0.983111, -0.152848, -3.535163], [0.610462, 1.222490, -3.805644], [2.100017, -0.517355, -2.854656], [3.302149, 0.632380, -2.093943], [3.577560, -3.354509, -3.011986], [2.689718, -3.303453, -1.464937], [3.879614, -2.044811, -1.839957], [0.828912, -3.393773, -3.722871], [-0.623412, -1.197446, -4.515443], [1.309209, 1.660819, -4.517354], [0.641555, 1.797675, -2.884606], [-0.401716, 1.230175, -4.207284]], "forces_ev_per_a": [[-0.141, -0.075, 0.105], [0.009, 0.003, 0.003], [-0.024, -0.002, -0.031], [0.016, -0.003, 0.023], [-0.014, -0.024, -0.022], [-0.016, 0.016, -0.023], [-0.032, 0.001, -0.012], [0.020, 0.003, 0.024], [0.101, 0.007, 0.065], [-0.096, -0.145, -0.025], [0.009, 0.102, -0.018], [-0.071, -0.068, -0.066], [0.114, -0.063, 0.042], [0.115, 0.107, -0.041], [-0.056, -0.075, 0.126], [-0.004, 0.098, -0.023], [0.007, -0.062, 0.031], [-0.008, 0.043, -0.041], [0.003, -0.012, 0.004], [0.013, -0.013, 0.020], [-0.007, -0.025, -0.032], [-0.109, -0.062, -0.096], [-0.004, 0.020, 0.028], [0.045, -0.057, 0.080], [-0.048, 0.070, -0.057], [-0.025, -0.043, -0.088], [0.022, 0.001, 0.038], [-0.030, 0.004, -0.016], [0.043, 0.002, 0.017], [-0.012, -0.005, -0.008], [-0.042, 0.003, -0.018], [0.066, 0.015, 0.053], [0.049, 0.078, 0.060], [-0.069, -0.097, -0.050], [0.094, 0.072, 0.038], [-0.105, -0.065, 0.019], [-0.006, -0.039, -0.051], [-0.048, -0.021, -0.086], [0.081, 0.014, 0.033], [-0.027, 0.001, -0.034], [0.048, -0.024, 0.001], [-0.035, 0.124, -0.044], [-0.071, -0.006, 0.062], [-0.005, 0.019, 0.095], [0.014, -0.031, -0.047], [-0.009, 0.034, -0.007], [0.013, -0.029, 0.003], [-0.001, 0.005, 0.003], [-0.013, 0.034, -0.004], [0.014, -0.014, -0.021], [-0.037, 0.030, -0.003], [0.062, 0.008, 0.012], [0.136, 0.027, -0.009], [-0.001, 0.003, 0.003], [0.007, -0.001, 0.017], [0.015, 0.000, 0.005], [0.006, -0.004, 0.009], [-0.007, 0.010, 0.009], [0.001, 0.003, 0.017], [-0.008, -0.004, -0.006], [0.002, 0.008, -0.006], [-0.003, -0.007, -0.004], [0.001, 0.005, -0.003], [-0.001, 0.020, 0.001], [0.000, -0.001, 0.005], [-0.010, 0.004, 0.000], [0.000, -0.004, -0.005], [-0.013, 0.001, 0.015], [-0.007, 0.003, -0.007], [0.010, 0.012, 0.021], [-0.016, 0.006, 0.000], [0.026, -0.009, 0.016], [-0.003, -0.005, 0.004], [0.000, -0.009, -0.006], [-0.001, -0.010, 0.004], [-0.001, 0.002, -0.004], [-0.007, -0.004, -0.002], [-0.037, 0.012, -0.017], [0.008, -0.042, 0.077], [0.086, -0.007, 0.005], [-0.011, 0.082, -0.024], [-0.015, -0.012, 0.037], [0.013, -0.078, -0.034], [-0.232, 0.020, -0.127], [0.246, 0.099, -0.070], [0.012, 0.001, 0.004], [-0.025, -0.020, 0.011], [0.011, 0.002, -0.017], [-0.008, -0.001, 0.029], [0.011, -0.015, -0.004], [-0.018, 0.034, -0.014], [0.011, 0.026, 0.054], [0.026, -0.001, -0.006]], "lowdin_charge": [1.053, 0.664, -0.670, -0.094, -0.026, -0.213, -0.023, -0.093, -0.079, -0.241, 0.011, 0.012, -0.226, -0.068, -0.215, -0.020, -0.094, -0.669, 0.661, -0.094, -0.024, -0.221, 0.004, -0.240, -0.096, -0.212, -0.017, -0.089, -0.669, 0.658, -0.097, -0.025, -0.262, 0.020, 0.000, -0.236, 0.005, -0.073, -0.230, 0.004, 0.002, -0.239, 0.010, -0.202, -0.040, -0.092, -0.669, 0.665, -0.090, -0.020, 0.018, 0.015, -0.004, 0.107, 0.115, 0.129, 0.107, 0.115, 0.114, 0.128, 0.107, 0.106, 0.128, 0.095, 0.107, 0.105, 0.127, 0.118, 0.115, 0.112, 0.113, 0.100, 0.107, 0.108, 0.129, 0.115, 0.116, -0.026, -0.113, -0.057, -0.054, -0.126, -0.051, -0.752, 0.650, 0.096, 0.075, 0.044, 0.117, 0.124, 0.092, 0.045, 0.080], "lumo_ev": -1.26, "homo_lumo_gap_ev": 5.91, "molar_mass_g_mol": 1032.03, "largest_force_ev_per_a": 0.27, "relative_energy_kcal_mol": 0.0}

---

# 5
{"formula": "C4H5NO", "method": "wB97M-V/def2-TZVPD", "elements": ["N", "C", "C", "C", "C", "O", "H", "H", "H", "H", "H"], "coordinates": [[2.344570, -0.760171, -0.402957], [1.503991, -0.118802, 0.067129], [0.504026, 0.796154, 0.647683], [-0.643427, 1.000379, -0.389012], [-1.583091, -0.200383, -0.418051], [-1.551370, -1.061539, 0.460677], [0.086099, 0.390180, 1.593349], [0.998776, 1.758850, 0.811435], [-1.213389, 1.848254, -0.083359], [-0.203363, 1.216769, -1.375224], [-2.358145, -0.264637, -1.257415]], "forces_ev_per_a": [[-0.963, 0.572, 0.412], [0.863, -0.385, 0.053], [-0.541, -0.252, -0.499], [0.894, -1.001, 0.161], [-0.303, -1.344, 1.010], [-0.159, 1.590, -1.814], [0.443, 0.254, -0.611], [-0.085, -0.208, 0.167], [-0.619, 0.768, 0.097], [-0.378, -0.132, 0.211], [0.847, 0.139, 0.813]], "lowdin_charge": [0.143, -0.231, -0.170, -0.156, -0.224, 0.031, 0.126, 0.118, 0.103, 0.125, 0.136], "lumo_ev": 0.66, "homo_lumo_gap_ev": 11.19, "molar_mass_g_mol": 83.09, "largest_force_ev_per_a": 2.42, "relative_energy_kcal_mol": 17.6, "smiles": "N#CCCC=O"}

---

no.,total energy (eV)
1,-60704.700
2,-52067.074
3,-18535.939
4,-179192.552
5,-7765.762